(1)
77
Properties=species:S:1:pos:R:3:forces:R:3 method="wB97M-V/def2-TZVPD" total_charge=+1
C -6.285 -0.387 -0.567 -1.05 -0.26 0.14
C -4.844 -0.094 -0.809 0.50 -0.02 -0.01
C -4.346 1.195 -0.676 -0.83 0.17 0.20
C -3.024 1.505 -0.879 2.02 -0.68 -0.57
C -2.526 2.925 -0.765 -0.24 -0.07 0.17
C -2.118 0.464 -1.245 -1.51 -0.40 -0.20
N -0.765 0.828 -1.550 0.11 -0.55 -0.35
C 0.405 0.179 -1.167 -0.66 4.77 -0.27
N 1.459 0.815 -1.803 -0.02 -1.08 0.53
C 2.808 0.480 -1.663 0.18 -2.01 0.22
C 3.168 -0.963 -1.610 -0.52 1.83 0.26
C 2.260 -1.976 -1.785 -0.32 -0.45 0.00
C 4.528 -1.244 -1.326 0.84 0.20 0.64
C 5.481 -0.255 -1.138 -0.62 -1.99 -0.16
C 6.868 -0.670 -0.781 1.08 -0.08 0.18
C 5.119 1.078 -1.274 -0.66 1.08 -0.12
C 3.808 1.462 -1.509 -0.13 0.30 -0.48
C 3.452 2.927 -1.572 0.00 0.11 0.01
C 0.975 1.628 -2.956 0.34 0.07 0.35
C -0.534 1.540 -2.831 -0.75 -0.78 0.22
C -2.625 -0.859 -1.435 1.64 1.43 -0.16
C -1.713 -1.963 -1.912 -0.33 0.35 0.09
C -3.949 -1.098 -1.185 -0.99 -0.56 0.17
H -6.553 -1.411 -0.891 0.16 0.54 0.16
H -6.561 -0.301 0.505 0.28 -0.03 -0.53
H -6.942 0.321 -1.113 0.40 -0.37 0.26
H -5.033 2.001 -0.405 0.15 -0.19 -0.05
H -1.506 2.972 -0.370 -0.14 -0.01 -0.10
H -2.555 3.446 -1.732 -0.01 -0.09 0.21
H -3.183 3.464 -0.088 0.04 0.19 0.03
H 2.578 -2.974 -1.532 0.07 -0.26 -0.56
H 0.628 0.666 0.201 -0.09 0.64 -0.91
H 1.331 -1.851 -2.334 -0.11 0.02 0.43
H 4.818 -2.296 -1.227 -0.08 0.37 -0.01
H 7.526 0.207 -0.639 -0.26 -0.43 -0.08
H 6.895 -1.263 0.156 -0.12 0.33 -0.46
H 7.319 -1.307 -1.568 -0.24 0.36 0.36
H 5.883 1.854 -1.169 -0.29 -0.21 0.07
H 4.229 3.498 -1.072 0.01 0.12 0.01
H 3.390 3.296 -2.608 0.00 -0.12 0.28
H 2.500 3.148 -1.067 0.27 -0.10 -0.12
H 1.319 2.664 -2.848 0.05 -0.43 -0.20
H 1.386 1.146 -3.855 -0.23 0.46 0.17
H -1.002 0.907 -3.615 0.23 0.70 0.15
H -1.010 2.515 -2.750 0.06 -0.08 -0.41
H -2.320 -2.841 -2.074 0.05 -0.37 -0.16
H -1.189 -1.714 -2.839 -0.10 0.03 0.00
H -0.965 -2.211 -1.165 0.04 -0.26 0.06
H -4.330 -2.123 -1.297 0.14 0.42 -0.02
F 3.526 1.931 3.245 -0.63 -1.67 -1.05
C 3.199 0.737 2.610 0.89 -0.24 0.75
C 4.116 -0.342 2.735 -1.15 -0.10 -1.18
C 3.745 -1.541 2.068 1.02 0.55 0.82
F 4.683 -2.572 2.028 -1.64 1.42 0.14
C 2.523 -1.685 1.427 -0.26 -0.57 -0.56
C 1.665 -0.593 1.278 1.08 0.83 -0.56
C 0.410 -0.530 0.289 0.61 -1.05 2.28
C -0.760 -0.365 1.325 -0.92 -0.09 -1.31
C -1.718 -1.272 1.589 0.94 -0.21 -0.39
C -2.807 -1.057 2.548 -0.98 0.22 1.39
C -3.900 -1.961 2.648 0.54 0.30 -0.37
C -4.879 -1.759 3.615 -0.54 -0.34 0.00
F -5.947 -2.635 3.666 1.26 0.98 -0.04
C -4.842 -0.706 4.532 0.23 -0.32 -0.47
C -3.776 0.175 4.405 0.26 0.60 0.28
F -3.713 1.245 5.271 -0.03 -1.11 -0.90
C -2.768 0.032 3.453 -0.41 -0.35 -0.19
C 2.004 0.631 1.888 0.38 0.04 0.40
H 5.081 -0.250 3.226 -0.29 0.07 -0.03
H 2.262 -2.647 0.976 0.24 0.39 0.00
H 0.331 -1.412 -0.393 0.86 -1.94 1.28
H -0.800 0.642 1.774 0.06 -0.65 -0.25
H -1.673 -2.279 1.129 -0.10 0.76 0.10
H -3.985 -2.790 1.938 -0.02 0.24 0.40
H -5.599 -0.594 5.298 0.06 0.04 -0.10
H -1.967 0.766 3.409 -0.19 -0.14 0.23
H 1.337 1.505 1.858 0.37 -0.30 -0.10

***

(2)
80
Properties=species:S:1:pos:R:3:forces:R:3 method="wB97M-V/def2-TZVPD" total_charge=-1
Sc -0.525 -0.488 1.377 0.99 -0.61 0.67
C -0.386 0.270 4.095 0.15 -0.21 -0.13
C 0.663 -0.483 3.444 0.09 -0.02 0.57
C 1.697 0.470 3.126 -0.03 -0.17 -0.04
C 1.272 1.732 3.522 0.02 0.02 -0.02
C -0.017 1.612 4.101 -0.07 0.01 -0.02
C -0.840 2.746 4.641 0.12 -0.13 -0.09
C 2.072 2.999 3.433 -0.09 -0.14 0.03
C 3.072 0.140 2.623 -0.17 0.02 -0.02
C 0.968 -1.912 3.860 0.00 0.23 0.00
C -1.543 -0.326 4.848 0.09 0.11 -0.08
H -0.482 3.076 5.622 -0.04 0.04 0.01
H -1.882 2.443 4.749 -0.02 0.06 0.02
H -0.805 3.612 3.973 -0.04 0.03 0.03
H 2.685 3.137 4.332 0.03 0.05 -0.02
H 1.422 3.871 3.342 0.05 0.05 -0.01
H 2.743 2.989 2.573 0.02 0.05 0.00
H 3.816 0.304 3.410 0.07 -0.02 -0.05
H 3.359 0.764 1.769 0.04 0.01 0.02
H 3.141 -0.903 2.307 0.01 0.00 -0.02
H 1.369 -1.913 4.882 0.00 -0.08 0.01
H 1.699 -2.386 3.206 -0.01 -0.04 0.00
H 0.074 -2.537 3.851 0.02 -0.05 -0.01
H -1.345 -0.311 5.926 -0.04 0.01 0.01
H -1.721 -1.356 4.550 -0.05 -0.01 0.02
H -2.471 0.224 4.671 -0.03 -0.03 0.03
C 2.905 0.608 -1.445 -0.07 0.07 0.00
C 1.774 0.728 -0.452 0.02 -0.44 -0.16
N 1.130 -0.354 -0.102 0.34 0.04 -0.38
N 1.588 -1.493 -0.765 0.17 -0.13 -0.42
C 1.108 -2.640 -0.412 0.42 0.30 0.07
S 0.033 -3.048 0.844 -0.20 0.23 -0.06
S 1.767 -4.069 -1.245 -0.05 -0.06 -0.21
C 2.438 -3.406 -2.822 -0.28 -0.13 0.47
C 1.415 -3.475 -3.917 0.02 0.01 -0.10
C 1.387 -4.566 -4.781 0.05 0.04 0.03
C 0.425 -4.662 -5.775 0.00 -0.05 -0.03
C -0.530 -3.667 -5.916 -0.02 0.00 -0.04
C -0.514 -2.577 -5.058 0.02 0.02 0.01
C 0.452 -2.479 -4.067 0.01 -0.02 0.01
C 1.394 2.056 0.021 -0.25 0.14 0.24
C 2.248 3.150 -0.208 0.03 -0.01 0.00
C 1.900 4.444 0.100 0.03 0.12 -0.01
C 0.645 4.697 0.656 0.04 -0.07 -0.07
C -0.202 3.654 0.934 -0.13 -0.08 0.09
C 0.149 2.310 0.672 0.26 0.43 -0.22
O -0.693 1.377 0.988 -0.10 1.07 -0.48
H 2.607 -0.067 -2.243 0.01 -0.03 0.00
H 3.772 0.157 -0.956 0.02 -0.02 -0.06
H 3.181 1.562 -1.879 0.02 -0.01 0.05
H 3.299 -4.031 -3.054 0.06 0.07 -0.01
H 2.751 -2.392 -2.591 0.09 0.05 -0.11
H 2.128 -5.349 -4.667 -0.01 0.00 -0.01
H 0.419 -5.520 -6.437 0.00 0.01 0.00
H -1.283 -3.741 -6.692 0.00 0.00 0.02
H -1.260 -1.798 -5.158 -0.02 0.04 0.02
H 0.454 -1.635 -3.391 0.00 0.05 0.06
H 3.233 2.977 -0.619 -0.03 0.00 -0.01
H 2.592 5.255 -0.084 0.01 -0.03 0.00
H 0.344 5.714 0.878 -0.01 -0.01 0.04
H -1.167 3.819 1.396 0.00 -0.01 -0.02
O -4.214 -2.112 2.088 0.11 0.02 -0.01
C -3.256 -1.547 1.590 -0.39 -0.14 -0.25
O -2.135 -1.273 2.141 -1.18 -0.52 0.43
C -3.381 -1.030 0.153 0.18 0.13 0.00
C -4.649 -1.049 -0.463 -0.17 -0.03 -0.13
C -4.807 -0.450 -1.675 0.08 -0.05 0.16
C -3.695 0.180 -2.279 0.13 -0.08 0.10
C -3.786 0.876 -3.505 0.08 0.09 -0.09
C -2.694 1.512 -4.027 -0.18 -0.04 -0.02
C -1.460 1.464 -3.349 0.06 -0.10 0.02
C -1.338 0.776 -2.175 0.16 0.02 0.00
C -2.451 0.120 -1.604 -0.09 0.10 -0.26
N -2.310 -0.501 -0.400 -0.37 -0.20 0.48
H -5.457 -1.528 0.070 0.00 0.01 0.01
H -5.772 -0.417 -2.168 0.00 -0.03 -0.02
H -4.742 0.902 -4.016 0.00 0.02 0.00
H -2.776 2.059 -4.958 0.00 -0.02 0.00
H -0.602 1.974 -3.769 0.02 0.00 0.04
H -0.400 0.734 -1.640 -0.03 0.01 -0.05

***

| no. | orbital gap (eV) |
| --- | --- |
| 1 | 4.7 |
| 2 | 5.9 |